1.
Here is 9 unconnected molecules or ions with the total composition C27H41Br2Cl24O6S in a non-equilibrium geometry from the Open Molecules 2025 dataset. Energies are from wB97M-V/def2-TZVPD.

Values from the calculation:
Energy: -18095.5965 Eh
Net charge: -1

Cartesian coordinates (Å):
Br: 2.4205 -1.4786 5.0482
Br: -1.7809 0.3858 1.8129
Cl: -0.6315 0.1007 -7.0514
Cl: -2.6455 -7.1398 4.3614
Cl: -1.2863 -3.0035 5.8543
Cl: -11.4927 1.6803 3.3541
Cl: 2.6386 5.1604 -0.7700
Cl: -7.2379 2.0602 -0.2026
Cl: -0.3777 -3.8697 8.8011
Cl: -4.7302 1.4053 1.1162
Cl: -9.9257 0.5898 1.1613
Cl: 0.1971 -7.5792 3.9573
Cl: 2.0682 -3.2300 10.2401
Cl: 2.0424 0.1939 -8.1816
Cl: -3.7086 -3.1864 4.2529
Cl: 4.9135 -1.7770 -8.8154
Cl: -1.1470 -3.9399 3.1067
Cl: 0.6472 -1.1529 8.7856
Cl: -8.6931 2.4010 3.0753
Cl: -4.7219 2.5095 -1.5799
Cl: -1.7372 -8.9883 2.3115
Cl: 0.4337 -2.2092 -8.4568
Cl: 2.9481 7.9117 0.1138
Cl: 3.7195 5.7195 1.8632
Cl: 5.4756 1.0659 -9.0218
Cl: 5.4541 -0.5884 -11.4112
S: 0.7802 -1.6822 0.0529
O: -0.7386 -1.5191 -0.5132
O: 0.9162 -3.1086 0.3798
O: 4.4813 1.6938 -0.3633
O: 0.9235 -0.9228 1.5051
O: -1.1385 3.1162 2.1415
O: 0.7653 3.4548 1.1702
C: -3.1594 -0.1843 -2.8596
C: -0.4750 -1.9770 -3.2140
C: 3.3545 1.8803 0.5475
C: 0.6640 -0.7502 4.4808
C: 1.1916 0.5290 1.3495
C: -1.0446 -0.2993 -1.2401
C: 0.7540 0.7389 3.9791
C: -0.5103 -1.9367 -4.7905
C: -1.4122 2.3274 -1.0994
C: 6.9522 1.4342 -0.0088
C: -0.3279 -0.4992 -2.6562
C: -2.1219 -3.8992 4.5777
C: -0.5315 3.5617 -1.5909
C: 1.0765 -2.8652 8.8210
C: -9.8916 1.1261 2.8458
C: 2.4432 0.6164 0.4020
C: -5.5328 2.5037 -0.0128
C: -0.5205 1.0818 -0.6658
C: 1.6878 0.9784 2.7625
C: -0.1612 2.6677 1.4342
C: 5.4944 0.8800 0.2023
C: 2.5889 6.2499 0.6128
C: -1.4051 -8.3178 3.9116
C: -0.1664 1.1614 0.8605
C: -2.6329 -0.3796 -1.3927
C: 5.8219 -0.5362 -9.6826
C: 0.4062 -0.4429 -8.3732
H: -9.6117 0.2812 3.4654
H: 0.0396 -0.7131 5.4076
H: 0.5163 3.2861 -1.8360
H: -2.6726 0.6347 -3.4335
H: -4.2570 0.0371 -2.8414
H: 7.6276 0.7279 0.5451
H: -1.1452 -1.0488 -5.0788
H: -0.9716 -2.9031 -5.1267
H: 1.5859 6.2254 1.0274
H: -2.2698 -4.9198 4.9175
H: 2.6372 0.4008 2.9518
H: 2.2759 0.5034 -0.6900
H: -0.9731 4.0511 -2.4940
H: 6.8799 -0.7357 -9.5537
H: -0.2538 1.2270 3.9201
H: -2.1514 2.6129 -0.3182
H: 7.2310 1.3575 -1.0847
H: -0.5926 0.2928 -3.3905
H: 0.4293 1.3059 -1.2265
H: -0.5500 4.3392 -0.7843
H: 1.6579 -3.0885 7.9314
H: 5.4665 -0.1043 -0.3531
H: -1.4285 -9.1277 4.6322
H: 3.0935 -0.2589 0.6883
H: -3.0657 -1.1534 -3.4194
H: -1.3941 -2.4639 -2.8182
H: 2.8439 2.7867 0.1438
H: 3.8020 2.0382 1.5523
H: 0.7755 -0.3763 -2.4603
H: 0.3980 -2.5616 -2.8194
H: 7.0666 2.4584 0.4094
H: -3.1395 0.3433 -0.7051
H: -0.0001 -0.0642 -9.3045
H: -2.0196 2.0895 -2.0150
H: 0.1421 -1.4155 3.7623
H: -5.4855 3.5064 0.3982
H: 1.2407 1.2762 4.8456
H: 5.3609 0.6199 1.2804
H: 0.5322 -1.8535 -5.1813
H: 2.0098 2.0496 2.8157
H: -3.0042 -1.3853 -1.0587

Forces on atoms 1 to 3 (eV/Å):
Br -0.7 0.1 -0.3
Br 0.9 -0.5 -0.2
Cl 0.1 0.4 -0.8

Results of the Löwdin charge analysis, in e, for atoms 1 through 5: atom 1 (Br): 0.580, atom 2 (Br): 0.864, atom 3 (Cl): 0.587, atom 4 (Cl): 0.577, atom 5 (Cl): 0.541

2.
Here is a molecular structure, C27H42Cl3EuN4O3SSi in a non-equilibrium geometry from the Open Molecules 2025 dataset. Energies are from wB97M-V/def2-TZVPD.

Values from the calculation:
Energy: -4277.5425 Eh
Relative energy (zero: lowest compared OMol25 entry of this formula, charge and spin): 0.0000 eV
Spin multiplicity: 7

Cartesian coordinates (Å):
Eu: 2.2929 1.4641 -4.0306
Cl: -0.8669 -1.9022 -6.3304
Cl: 1.8888 -0.7471 -2.6763
Cl: 3.5448 3.7274 -4.4386
S: -1.1568 -0.6051 2.0176
Si: -2.1451 -0.3839 -5.8713
O: -2.5533 -1.2797 -1.1345
O: 0.3559 2.7565 -3.2097
O: 2.7557 0.6181 -5.8767
N: 0.4283 -1.6828 0.1069
N: 0.1115 0.6453 0.0982
N: -0.5093 4.8547 -2.9408
N: -2.5441 -3.5688 -1.3448
C: -0.0954 -0.5583 0.5844
C: -3.4995 -0.4915 -7.1586
C: -1.9400 -0.3363 -3.9939
C: 2.1832 -2.1884 -8.1904
C: 2.4509 -1.5269 -7.0370
C: 2.7150 -2.2813 -5.7785
C: -2.4116 -3.5645 -2.7935
C: 1.8982 2.2155 -8.0726
C: 1.2209 2.9462 -9.0543
C: 2.6731 0.0217 -7.1250
C: -0.4572 3.0083 0.5766
C: -0.0058 0.9703 -9.7235
C: -2.5725 -2.4094 -0.6417
C: 0.6502 0.2561 -8.7102
C: -1.1513 3.8789 1.4183
C: -1.2605 1.2801 -6.1759
C: 1.7072 0.8279 -7.9990
C: -1.9512 3.3824 2.4626
C: -1.8788 4.3286 -2.8150
C: -0.5205 1.6212 0.8150
C: -1.2976 1.1331 1.9140
C: 0.2942 2.3241 -9.8998
C: 0.4968 4.0070 -3.1421
C: -2.4768 -4.8481 -0.6514
C: 2.1050 -3.6676 -8.3528
C: -0.3153 6.2904 -3.1523
C: -2.0375 2.0048 2.7036
H: 3.0694 -4.1666 -8.1606
H: -1.8651 0.7031 -3.6391
H: 0.3386 -0.7605 -8.4631
H: -2.6443 1.5912 3.5054
H: 0.9914 -1.6297 -0.7559
H: -2.5617 -4.5938 -3.1359
H: -0.2237 2.8957 -10.6740
H: 1.5001 4.4697 -3.2674
H: -2.5336 5.1886 -2.6668
H: 1.8458 -3.8834 -9.3991
H: -0.7475 0.4714 -10.3487
H: -3.1685 -1.0715 -8.0324
H: -3.1686 -2.9238 -3.2643
H: -1.4150 -3.2134 -3.1087
H: -0.4274 1.4304 -5.4737
H: -1.9544 3.6481 -1.9548
H: 2.5089 -1.7416 -4.8496
H: 2.0797 -1.6438 -9.1317
H: -2.8624 -5.6237 -1.3222
H: 2.5899 2.6862 -7.3682
H: -2.6296 -2.5701 0.4569
H: -2.1842 3.7930 -3.7254
H: -2.0187 2.0668 -6.0547
H: -0.9476 -0.7614 -3.7248
H: -2.6995 -0.8614 -3.4028
H: 0.2768 -2.5426 0.6201
H: 0.4919 6.6733 -2.5109
H: 0.1571 3.3450 -0.2599
H: -1.0917 4.9526 1.2468
H: -1.4468 -5.1135 -0.3598
H: -0.8754 1.2854 -7.2073
H: 1.3327 -4.1469 -7.7272
H: -3.0777 -4.7974 0.2650
H: -1.2477 6.8032 -2.9158
H: -3.7311 0.5073 -7.5388
H: -0.0418 6.4961 -4.1977
H: -2.5124 4.0770 3.0887
H: 3.7601 -2.6070 -5.7492
H: -4.4218 -0.9475 -6.7944
H: 2.1027 -3.1833 -5.7617
H: 1.4104 4.0166 -9.1494
H: 3.6439 0.1090 -7.6766

Forces on atoms 1 to 3 (eV/Å):
Eu -0.2 -0.6 -0.8
Cl 0.5 -1.0 -0.4
Cl 0.2 0.4 0.0

Results of the Löwdin charge analysis, in e, for atoms 1 through 5: atom 1 (Eu): 1.485, atom 2 (Cl): 0.427, atom 3 (Cl): -0.114, atom 4 (Cl): -0.255, atom 5 (S): 1.039

3.
Here is a molecular structure, C27H42Cl3HgN4O3Si in a non-equilibrium geometry from the Open Molecules 2025 dataset. Energies are from wB97M-V/def2-TZVPD.

Values from the calculation:
Energy: -3322.4605 Eh
Net charge: -1
Relative energy (zero: lowest compared OMol25 entry of this formula, charge and spin): 0.0000 eV

Cartesian coordinates (Å):
Hg: 1.0390 -1.3532 0.4056
Cl: 2.6199 0.2669 0.9921
Cl: -0.3724 -3.1200 -0.1840
Cl: 0.8052 -5.7266 -2.0010
Si: 0.4746 -6.5286 -0.0996
O: -2.3468 -0.4011 0.4913
O: -0.9284 2.0871 1.6354
O: 0.1504 0.6037 -1.3589
N: -0.0544 4.1933 1.6624
N: -0.9877 -2.3486 4.6007
N: -2.7174 0.1842 -1.6960
N: 0.1578 -1.3597 2.9818
C: 0.2156 0.4895 6.7059
C: -2.4624 -1.1300 -2.2296
C: 0.8892 0.6461 4.3506
C: 2.2146 4.8366 -1.9479
C: -2.9969 1.2168 -2.6723
C: 0.9051 -8.3662 -0.0633
C: -2.5452 0.4496 -0.3664
C: 1.0955 5.0714 1.5402
C: 2.2063 3.4380 -1.9501
C: 1.6955 -5.6192 1.0111
C: 0.3840 0.9052 -5.9595
C: 1.0620 1.2066 -2.1105
C: 1.5235 -0.7653 -3.6414
C: 0.0008 2.8608 1.4103
C: -0.4610 -0.7168 6.4718
C: -0.5960 -2.4105 3.3007
C: 0.2412 -0.5566 4.1068
C: -0.4600 -1.1890 5.1704
C: -1.3787 -6.4568 0.2297
C: -0.2089 3.4320 -1.9048
C: 0.5717 1.3838 -4.5535
C: -0.2071 4.8267 -1.8966
C: 0.9976 2.7452 -1.9907
C: 0.9986 5.5345 -1.9404
C: 1.0488 0.6499 -3.5364
C: 0.8763 1.1563 5.6562
C: -1.2664 4.8033 2.1854
H: 0.2101 -8.9504 -0.6802
H: -1.1357 2.8615 -1.8211
H: -1.8097 -5.4666 0.0323
H: 2.7206 -5.8412 0.6785
H: 0.8310 -8.7215 0.9753
H: 0.9499 -1.4186 -2.9673
H: -1.8825 -7.1893 -0.4202
H: 0.9795 6.6252 -1.9606
H: 0.2261 0.9331 7.7056
H: -1.5656 -3.0404 5.0616
H: 1.5466 -4.5294 0.9543
H: 1.4216 -1.1303 -4.6697
H: 2.0647 0.9409 -1.7280
H: -2.6060 1.5356 -0.1307
H: -2.0918 1.5093 -3.2307
H: -3.7306 0.8375 -3.3963
H: 1.9598 4.4911 1.1849
H: 3.1623 5.3764 -1.9713
H: -0.6268 1.1652 -6.3102
H: 1.6153 -5.9323 2.0624
H: -1.6441 5.5595 1.4848
H: -1.5245 -1.1344 -2.7998
H: -1.0437 5.3230 3.1240
H: 0.8921 5.8880 0.8329
H: 2.5889 -0.8538 -3.3612
H: 0.5161 -0.1793 -6.0723
H: -1.1701 5.3437 -1.8778
H: -0.9852 -1.2821 7.2492
H: 3.1199 2.8384 -1.9278
H: -3.2825 -1.3767 -2.9173
H: -3.4110 2.0989 -2.1579
H: -2.4061 -1.8588 -1.4219
H: 1.3273 5.5400 2.5092
H: 0.9702 2.5169 0.9877
H: -0.8979 -3.2029 2.6360
H: 1.9256 -8.5433 -0.4239
H: 0.3261 2.4353 -4.3888
H: 1.0873 1.4053 -6.6428
H: 1.4068 2.0847 5.8701
H: 1.4027 1.1181 3.5093
H: -1.6010 -6.7387 1.2688
H: -2.0193 4.0227 2.3451

Forces on atoms 1 to 3 (eV/Å):
Hg -0.8 1.2 -0.5
Cl 0.3 -0.1 0.1
Cl 0.1 0.0 0.1

Results of the Löwdin charge analysis, in e, for atoms 1 through 5: atom 1 (Hg): 0.651, atom 2 (Cl): -0.148, atom 3 (Cl): -0.025, atom 4 (Cl): 0.259, atom 5 (Si): 0.090

4.
Here is 6 unconnected molecules or ions with the total composition C27H42F2NO7S3 in a non-equilibrium geometry from the Open Molecules 2025 dataset. Energies are from wB97M-V/def2-TZVPD.

Values from the calculation:
Energy: -3029.0130 Eh
Net charge: +1
Relative energy (zero: lowest compared OMol25 entry of this formula, charge and spin): 0.0000 eV

Cartesian coordinates (Å):
S: 4.4643 -0.6248 0.9983
S: -3.1771 0.8409 0.5436
S: -1.6588 -1.8543 -4.2370
F: -1.2549 -2.1609 0.8885
F: 1.0314 2.7465 6.1851
O: 3.7943 -0.6507 -0.2365
O: 1.1874 0.5819 -3.2870
O: -3.9839 -0.1342 1.1186
O: -0.6778 -2.7010 -3.5983
O: -2.2238 -0.6957 -3.5382
O: 5.4158 -1.6516 1.3580
O: -1.7925 0.6529 0.2658
N: 2.8250 -1.0655 -2.7104
C: 0.4820 1.4903 4.3043
C: 2.3564 -2.5023 -2.8214
C: 0.2130 1.3998 2.9538
C: -4.1626 2.6888 -1.0963
C: 0.2573 -2.4367 2.5137
C: -3.4249 2.4365 1.2156
C: 1.3079 3.5582 2.6936
C: 1.6457 -0.2280 -2.4715
C: 4.0521 1.0353 2.9489
C: -0.3728 -2.5481 4.8468
C: -1.7324 -2.1009 4.5733
C: -2.0344 -1.9863 3.1692
C: -3.8835 1.0530 -0.9851
C: 0.6363 2.5199 2.1061
C: 4.6331 1.8917 1.7731
C: 0.9655 -0.1226 -1.0945
C: 0.5912 -2.6652 3.8347
C: 0.9653 2.6329 4.8940
C: -3.0189 -2.7555 -4.8241
C: -1.0633 -2.3087 2.2002
C: -1.0873 -1.2892 -5.8011
C: -4.4862 2.9763 0.4148
C: 3.4065 -0.1695 2.4134
C: -3.2849 -2.1495 -6.0447
C: 1.3628 3.6617 4.1373
C: -2.1413 -1.7722 -6.8316
C: 5.2044 0.9483 0.9341
H: -3.7594 -1.2576 -5.8213
H: -2.2723 -1.0442 -7.6696
H: 0.4250 0.6018 5.1007
H: -2.7773 -3.9597 -4.9785
H: -0.0256 0.4222 -1.3343
H: -2.6124 2.9555 0.9654
H: 2.0370 -2.9637 -1.8843
H: 0.2142 -2.7069 5.6840
H: 5.0376 1.0263 3.5669
H: -4.8267 0.8494 -1.0734
H: -5.0126 3.1089 -1.7235
H: -4.7136 3.9736 0.7233
H: -3.2253 -1.7285 2.8270
H: 3.2929 1.5050 3.7027
H: 2.4988 -0.1625 1.9036
H: -2.4284 -2.0496 5.3018
H: 1.7619 -2.7207 -3.6743
H: 5.2560 2.6105 2.1487
H: 1.4110 0.7284 -0.5090
H: 3.0644 -2.9669 -2.9641
H: -3.3395 3.2594 -1.1937
H: 0.7687 -1.1569 -0.5640
H: -1.7158 -2.5692 -7.3170
H: 3.2761 -1.0495 -1.8925
H: -4.3551 -2.4593 -6.5976
H: 0.4257 2.5557 1.0197
H: 5.2055 1.2897 -0.1308
H: 0.9039 -2.2660 1.7558
H: -3.6533 -2.5494 -4.0099
H: -3.7542 2.3552 2.2132
H: 1.5626 4.4284 2.0536
H: -0.1516 -1.7084 -6.0758
H: -0.2597 0.3970 2.3552
H: -3.0863 1.0863 -1.9600
H: -5.4221 2.5680 0.7053
H: 1.5795 -3.0617 4.3087
H: 3.7696 2.4808 1.4080
H: -0.9869 -0.1940 -5.7539
H: 3.1673 -0.6123 -3.3318
H: 3.3234 -1.0180 3.1031
H: 1.7864 4.5495 4.6491
H: 6.2744 0.9118 1.2554

Forces on atoms 1 to 3 (eV/Å):
S 3.0 0.2 4.1
S 1.3 0.9 -2.4
S 0.8 1.3 1.1

Results of the Löwdin charge analysis, in e, for atoms 1 through 5: atom 1 (S): 0.699, atom 2 (S): 0.590, atom 3 (S): 0.679, atom 4 (F): 0.054, atom 5 (F): 0.118

5.
Here is 6 unconnected molecules or ions with the total composition C27H42F2O6S in a non-equilibrium geometry from the Open Molecules 2025 dataset. Energies are from wB97M-V/def2-TZVPD.

Values from the calculation:
Structure (SMILES): CCOS(C)(=O)=O.Fc1ccccc1.Fc1ccccc1.C1CCOC1.C1CCOC1.C1CCOC1
Energy: -2103.2071 Eh

Cartesian coordinates (Å):
S: 0.3661 -3.5843 5.8748
F: 1.2957 5.8862 -6.4510
F: -0.3993 -9.2927 0.6542
O: 0.6485 -4.7216 6.7758
O: -0.7409 -2.6739 6.1797
O: -5.4131 -3.0208 1.6226
O: 0.5084 -0.1373 -0.4017
O: 3.8095 6.9287 0.2027
O: 1.6914 -2.6087 5.6947
C: -0.5136 5.4341 -4.9400
C: -1.7276 4.7784 -4.6563
C: 1.0899 1.1789 -0.6341
C: -5.6137 -1.8568 0.8758
C: 1.1775 -0.0063 -2.7030
C: 1.9851 0.8995 -1.7672
C: 1.7115 -1.5529 4.7678
C: 0.4069 -0.8490 -1.6552
C: 4.0896 6.8567 1.5946
C: -7.2478 -2.0451 2.6254
C: 1.0589 -8.1242 -0.7779
C: 1.2575 -7.3898 -1.9618
C: 0.3663 -4.1863 4.0940
C: -1.5571 3.7948 -6.8920
C: -0.3721 4.4359 -7.1659
C: 5.9922 7.7208 0.4857
C: 2.1794 -0.2536 5.5358
C: -0.2275 -8.5367 -0.4195
C: 4.9618 7.2195 -0.5497
C: 0.0984 -7.0603 -2.6797
C: -5.9654 -2.7357 2.8746
C: -1.3759 -8.1260 -1.1070
C: -2.2645 3.9766 -5.6831
C: 5.1362 7.9573 1.6565
C: 0.1370 5.2533 -6.1610
C: -1.1936 -7.4315 -2.2862
C: -7.0094 -1.3648 1.2592
H: 4.5849 8.8920 1.5529
H: -0.3517 -5.0062 4.0814
H: 0.8059 -1.8589 -1.5612
H: 2.2567 -7.1057 -2.2572
H: 3.1771 -0.4394 5.9334
H: 2.2555 1.8927 -2.1259
H: 4.7069 8.0236 -1.2399
H: -2.3476 -8.4850 -0.8013
H: 2.8620 0.3497 -1.4256
H: 1.7792 -0.6839 -3.3086
H: -3.1429 3.3794 -5.4876
H: 1.5258 1.5444 0.2956
H: 3.2227 7.0327 2.2315
H: -7.7182 -1.5836 0.4606
H: 5.2813 6.2772 -0.9949
H: 0.5377 0.5144 -3.4155
H: -2.0082 3.1746 -7.6525
H: -0.1100 -3.4391 3.4593
H: -5.6516 -2.0931 -0.1876
H: -0.0358 5.9472 -4.1185
H: 6.6712 6.9718 0.8932
H: 0.2944 1.8805 -0.8850
H: -5.3839 -2.1182 3.5593
H: 2.0630 0.6273 4.9045
H: 5.6735 8.0739 2.5977
H: 1.9551 -8.3777 -0.2312
H: 4.4697 5.8624 1.8287
H: 0.7505 -1.4176 4.2716
H: -2.1989 4.8995 -3.6921
H: -2.0933 -7.1509 -2.8135
H: 1.3717 -4.4483 3.7645
H: 6.5680 8.6148 0.2468
H: -0.6496 -0.9080 -1.9169
H: -7.6271 -1.3357 3.3610
H: 2.4056 -1.8116 3.9682
H: 1.4308 -0.2135 6.3270
H: 0.1096 4.2451 -8.1136
H: -4.8220 -1.1398 1.0931
H: -7.9623 -2.8532 2.4690
H: -6.1112 -3.7085 3.3441
H: 0.1939 -6.5092 -3.6036
H: -7.0849 -0.2784 1.3071

Forces on atoms 1 to 3 (eV/Å):
S 0.3 0.3 -0.2
F -0.1 0.1 0.6
F 0.1 -0.5 0.8

Results of the Löwdin charge analysis, in e, for atoms 1 through 5: atom 1 (S): 0.703, atom 2 (F): 0.050, atom 3 (F): 0.072, atom 4 (O): -0.300, atom 5 (O): -0.307

Q: Look up the energy of the fourth one.
A: -3029.0130 Eh